Record 1
2 unconnected molecules or ions with the total composition C4H7NO2, computed with the ωB97M-V functional and the def2-TZVPD basis.

The geometry in XYZ format:
```
14
Properties=species:S:1:pos:R:3:forces:R:3:lowdin_charge:R:1
O 2.3736 -0.0072 1.3336 0.0 -0.2 0.0 0.006
C 0.9999 0.1293 1.1677 -0.1 0.0 -0.1 -0.309
C 0.4906 1.2173 0.2857 -0.2 -0.1 -0.1 -0.008
N -0.4684 0.6828 -0.4276 0.1 0.2 0.1 0.036
C -0.6687 -0.6803 -0.2940 0.1 -0.1 0.0 -0.048
C 0.3457 -1.1439 0.5770 0.0 -0.1 0.1 -0.400
O 0.7705 -2.2554 0.8856 -0.1 0.3 -0.1 0.025
H 2.4993 -0.9746 1.3672 0.1 0.1 0.0 0.101
H 0.4793 0.2814 2.1384 0.0 0.0 -0.1 0.178
H 0.6970 2.2779 0.2807 0.0 -0.1 0.0 0.130
H -2.5361 0.5114 -2.4245 -0.1 0.0 -0.1 0.022
H -1.0504 1.2405 -1.0429 0.1 -0.1 0.1 0.130
H -2.6106 -0.0715 -2.8763 0.0 0.0 0.0 0.054
H -1.3217 -1.2078 -0.9705 0.1 0.1 0.1 0.083
```
Positions in Å, forces in eV/Å.

Calculated total energy, a.u.: -361.750522
Kohn-Sham gap (alpha / beta), eV: 8.0 / 8.0
Energy above the lowest of the compared OMol25 structures with the same formula, charge and spin, kcal per mole: 81.79
Highest occupied orbital energy (alpha / beta), eV: -7.9 / -7.9
Molar mass, g/mol: 101.10
LUMO (alpha / beta), Ha: 0.0042 / 0.0041
Charge: 0


Record 2
A molecular structure, C43H33ClN5O6P2Se2Ta at a distorted geometry, computed with the ωB97M-V functional and the def2-TZVPD basis.

The geometry in XYZ format:
```
93
Properties=species:S:1:pos:R:3:forces:R:3:lowdin_charge:R:1
Ta 0.4335 -0.1291 -0.1064 0.6 1.9 1.0 1.637
C 2.4832 2.0772 -1.7562 0.0 -0.1 -0.1 -0.044
O 1.1883 1.8837 -1.1080 0.1 -0.2 -0.1 -0.279
C 0.1940 2.7110 -1.6321 -0.1 0.2 0.1 -0.210
C 0.4524 3.8568 -2.3665 0.0 0.0 0.1 0.008
C -0.6198 4.6391 -2.7730 0.0 0.0 0.0 -0.034
C -1.9236 4.2885 -2.4499 0.0 0.0 0.0 -0.042
C -2.1741 3.1301 -1.7368 0.1 0.1 0.0 0.016
C -1.1065 2.3322 -1.3496 0.0 -0.2 0.2 -0.169
N -1.2643 1.0803 -0.6711 -0.1 -0.2 -0.3 -0.080
N -2.4787 0.7143 -0.5805 -0.2 -0.2 0.2 0.145
C -2.9352 -0.3745 0.0633 -0.1 0.2 -0.2 -0.140
C -2.1632 -1.2054 0.8936 0.5 -0.1 0.2 -0.241
O -0.8454 -0.9534 0.9876 -0.3 -0.4 -0.2 -0.205
C -2.7052 -2.2492 1.6364 -0.2 0.2 -0.1 0.037
C -4.0526 -2.4890 1.5082 0.1 0.0 0.1 0.055
C -4.8950 -1.7151 0.6763 -0.1 0.0 0.0 -0.148
C -6.2742 -2.0141 0.5782 0.1 0.0 0.0 -0.002
C -7.0828 -1.2633 -0.2267 0.0 0.1 0.0 -0.039
C -6.5378 -0.1923 -0.9581 -0.1 0.0 0.0 -0.029
C -5.2040 0.1204 -0.8833 0.1 -0.1 0.1 -0.005
C -4.3536 -0.6353 -0.0594 -0.1 0.0 0.0 -0.075
H 2.8322 3.0837 -1.5433 0.0 0.0 0.0 0.091
H 2.3642 1.9202 -2.8270 0.0 0.0 0.0 0.120
H 3.1649 1.3559 -1.3311 0.0 0.0 0.0 0.024
H 1.4565 4.1560 -2.6198 0.0 0.0 0.0 0.116
H -0.4258 5.5369 -3.3428 0.0 0.0 0.0 0.122
H -2.7475 4.9157 -2.7583 0.0 0.0 0.0 0.121
H -3.1809 2.8421 -1.4813 0.0 0.0 0.0 0.111
H -2.0721 -2.8376 2.2836 0.0 0.0 0.0 0.135
H -4.4948 -3.3034 2.0695 0.0 0.0 0.0 0.137
H -6.6745 -2.8419 1.1482 0.0 0.0 0.0 0.126
H -8.1369 -1.4873 -0.3070 0.0 0.0 0.0 0.120
H -7.1851 0.3962 -1.5943 0.0 0.0 0.0 0.120
H -4.8069 0.9405 -1.4615 0.0 0.0 0.0 0.105
Se 3.3583 2.8386 5.0757 0.1 -0.2 -0.1 0.461
P 1.4126 3.5492 4.6702 0.1 -0.2 0.0 0.585
C 0.2243 3.3702 6.0045 -0.1 0.0 0.1 -0.347
C -0.7848 4.3123 6.1872 -0.1 0.0 -0.1 -0.063
C -1.6994 4.1503 7.2176 0.0 0.0 0.0 -0.057
C -1.6065 3.0545 8.0606 0.0 0.0 0.0 -0.056
C -0.5987 2.1146 7.8825 0.0 0.0 0.0 -0.063
C 0.3193 2.2731 6.8608 0.1 0.0 0.0 -0.098
C 1.3479 5.2588 4.1137 0.1 0.1 0.0 -0.369
C 0.6098 5.6907 3.0155 -0.1 0.0 0.0 -0.087
C 0.6173 7.0345 2.6669 0.0 0.0 0.0 -0.069
C 1.3503 7.9447 3.4128 0.0 0.0 0.0 -0.059
C 2.0843 7.5155 4.5111 0.0 0.0 0.0 -0.054
C 2.0900 6.1766 4.8589 0.0 0.0 0.0 -0.090
C 0.7872 2.5342 3.3071 0.0 -0.1 -0.1 -0.385
C 1.4301 1.6000 2.5114 0.0 0.3 -0.1 -0.422
N 0.5158 1.2463 1.5586 0.1 -0.2 0.2 -0.221
N -0.6327 1.8796 1.8220 -0.1 0.1 0.0 -0.004
N -0.4830 2.6495 2.8481 0.0 0.0 0.0 0.059
P 3.0950 0.9805 2.3830 0.0 -0.1 -0.2 0.811
Se 2.8291 -0.3919 0.5755 0.2 -0.2 0.3 0.631
C 4.2363 2.2481 1.8539 0.0 0.1 0.2 -0.410
C 5.6002 2.1753 2.1256 0.0 0.0 0.0 -0.074
C 6.4279 3.2140 1.7326 0.0 0.0 0.0 -0.039
C 5.8987 4.3267 1.0933 0.1 0.0 0.0 -0.038
C 4.5374 4.4030 0.8361 0.0 0.0 0.0 -0.051
C 3.7025 3.3638 1.2108 0.0 0.0 -0.1 -0.105
C 3.6246 -0.2948 3.5185 -0.1 0.1 0.2 -0.430
C 2.7875 -0.6890 4.5603 0.0 0.1 0.0 -0.097
C 3.1587 -1.7475 5.3698 0.0 0.0 0.0 -0.046
C 4.3652 -2.3995 5.1541 0.0 0.0 0.0 -0.039
C 5.1899 -2.0184 4.1057 0.0 0.0 0.0 -0.044
C 4.8144 -0.9773 3.2712 0.1 0.0 0.0 -0.112
H -0.8622 5.1682 5.5301 0.0 0.0 0.0 0.108
H -2.4786 4.8854 7.3631 0.0 0.0 0.0 0.114
H -2.3152 2.9360 8.8691 0.0 0.0 0.0 0.114
H -0.5208 1.2707 8.5542 0.0 0.0 0.0 0.112
H 1.1347 1.5701 6.7480 0.0 0.0 0.0 0.077
H 0.0065 4.9984 2.4455 0.0 0.0 0.0 0.087
H 0.0374 7.3709 1.8182 0.0 0.0 0.0 0.109
H 1.3490 8.9919 3.1422 0.0 0.0 0.0 0.114
H 2.6563 8.2236 5.0946 0.0 0.0 0.0 0.116
H 2.6809 5.8432 5.7039 0.0 0.0 0.0 0.100
H 6.0214 1.3425 2.6708 0.0 0.0 0.0 0.103
H 7.4861 3.1613 1.9465 0.0 0.0 0.0 0.121
H 6.5490 5.1427 0.8092 0.0 0.0 0.0 0.120
H 4.1215 5.2819 0.3620 0.0 0.0 0.0 0.117
H 2.6358 3.4449 1.0326 0.0 0.0 0.0 0.106
H 1.8592 -0.1649 4.7409 0.0 0.1 0.0 0.097
H 2.5126 -2.0566 6.1798 0.0 0.0 0.0 0.118
H 4.6598 -3.2146 5.8008 0.0 0.0 0.0 0.120
H 6.1204 -2.5385 3.9269 0.0 0.0 0.0 0.120
H 5.4476 -0.7297 2.4276 0.0 0.0 0.0 0.103
O -1.1140 -1.5680 -1.9158 0.1 -0.4 -0.5 -0.245
Cl 0.2800 -1.8100 -2.1264 0.1 0.7 0.6 0.812
O 0.6568 -2.5886 -3.2062 0.1 -0.1 0.1 -0.120
O 0.9007 -0.3876 -2.1516 -0.5 -1.0 -0.5 -0.419
O 0.8248 -2.2247 -0.7766 -0.2 0.0 -0.9 -0.422
```
Positions in Å, forces in eV/Å.

Calculated total energy, a.u.: -8385.720511
Kohn-Sham gap, eV: 5.4
Energy above the lowest of the compared OMol25 structures with the same formula, charge and spin, kcal per mole: 27.62
Highest occupied orbital energy, eV: -12.6
Molar mass, g/mol: 1152.03
LUMO, Ha: -0.2633
Charge: +2


Record 3
C7H11NO2Si in the gas phase at a distorted geometry, computed with the ωB97M-V functional and the def2-TZVPD basis.

The geometry in XYZ format:
```
22
Properties=species:S:1:pos:R:3:forces:R:3:lowdin_charge:R:1
C 0.2635 2.2965 0.0230 5.6 -0.4 -0.4 -0.217
C -1.0134 2.4740 0.2374 -5.1 -2.8 -0.2 0.122
C 0.9419 0.9772 0.0512 -1.4 1.8 -0.8 -0.148
C -1.7694 0.3785 0.3792 4.3 3.1 0.1 -0.073
C 2.4004 0.9093 -0.1738 -0.9 -0.7 -3.0 -0.071
C 0.1001 -1.6207 -1.4975 -1.6 1.0 0.7 -0.141
C 0.2004 -1.8002 1.5241 0.6 2.1 1.4 -0.157
N -2.9985 0.0124 0.2014 -1.6 0.7 -1.3 -0.562
O -3.9950 0.7313 0.0943 0.0 0.0 0.4 -0.002
O -3.0174 -1.2302 0.0406 -0.5 -1.5 0.1 -0.051
Si -0.1958 -0.5857 0.0929 -1.6 -0.1 1.2 0.626
H 0.9078 3.2350 -0.1576 -0.5 -1.5 0.2 0.128
H -1.5628 3.4606 0.0953 0.8 -1.4 0.5 0.098
H 2.8617 0.0226 0.1992 0.3 -0.5 0.6 0.070
H 2.7715 1.8096 0.1727 1.5 1.7 0.8 0.048
H 2.6777 0.8748 -1.3419 -1.0 0.2 2.3 0.171
H 0.7856 -2.4306 -1.4077 0.9 -0.3 0.2 0.016
H -0.8941 -2.1186 -1.4875 0.3 0.4 -0.5 0.043
H 0.2647 -1.0219 -2.3994 -0.2 -0.3 0.1 0.035
H -0.0367 -1.7384 2.6456 0.0 0.6 -1.9 0.077
H 0.0394 -2.7826 1.2633 -1.3 -2.3 -1.0 -0.010
H 1.2684 -1.8527 1.4451 1.3 0.3 0.4 -0.002
```
Positions in Å, forces in eV/Å.

Calculated total energy, a.u.: -767.711133
Kohn-Sham gap (alpha / beta), eV: 5.3 / 5.3
Energy above the lowest of the compared OMol25 structures with the same formula, charge and spin, kcal per mole: 143.88
Highest occupied orbital energy (alpha / beta), eV: -7.9 / -7.9
Molar mass, g/mol: 169.26
LUMO (alpha / beta), Ha: -0.0956 / -0.0957
Charge: 0


Record 4
6 unconnected molecules or ions with the total composition C20H41N4O15, computed with the ωB97M-V functional and the def2-TZVPD basis.

The geometry in XYZ format:
```
80
Properties=species:S:1:pos:R:3:forces:R:3:lowdin_charge:R:1
C -3.7944 4.7210 1.6815 0.1 0.0 -0.4 -0.069
C -3.3767 4.1170 0.3419 0.0 0.2 -0.2 -0.222
N -3.0537 2.6686 0.4276 0.0 0.3 0.8 0.055
C -1.8143 2.4009 0.9658 0.0 -0.2 0.0 -0.280
C -0.5729 2.8742 0.6516 0.1 0.3 -0.4 0.050
N 0.3277 2.2266 1.4689 0.0 0.1 0.1 -0.124
N 1.7235 2.4074 1.4099 -0.4 0.2 0.2 0.148
C -0.3026 1.3833 2.2562 0.2 -0.1 0.0 -0.028
N -1.6111 1.4814 1.9733 -0.2 -0.1 0.1 0.166
H -3.7061 5.8083 1.6139 -0.1 -0.1 0.1 0.084
H -4.8351 4.4728 1.9011 0.1 0.0 0.2 0.074
H -3.1412 4.3701 2.4875 -0.1 0.1 0.0 0.075
H -4.1648 4.2393 -0.4033 0.1 -0.1 0.1 0.122
H -2.5014 4.6423 -0.0468 0.0 -0.2 0.0 0.107
H -3.7572 2.2324 1.0180 -0.1 -0.2 -0.4 0.120
H -0.2761 3.5788 -0.1084 0.1 -0.1 0.1 0.146
H 1.8632 3.3997 1.2251 0.1 -0.1 -0.1 0.123
H 2.0720 2.2645 2.3561 0.1 -0.1 -0.1 0.104
H 0.1480 0.7278 2.9858 -0.1 0.1 -0.1 0.169
H -2.3202 0.9185 2.4230 0.0 0.0 0.0 0.173
C -4.9982 -4.5964 3.5483 -0.1 0.0 0.0 -0.017
O -4.7048 -3.2981 3.0024 0.0 0.0 0.0 0.006
C -3.6106 -3.2499 2.2591 0.0 0.0 0.0 -0.623
O -2.8604 -4.1538 2.0128 0.0 0.0 0.0 0.138
O -3.4658 -1.9900 1.8093 0.0 0.1 0.1 -0.016
C -2.3099 -1.7968 0.9952 0.1 0.1 -0.1 -0.042
H -5.9097 -4.4699 4.1223 0.0 0.0 0.0 0.097
H -5.1516 -5.3161 2.7478 0.0 0.0 0.0 0.101
H -4.1870 -4.9278 4.1921 0.0 0.0 0.0 0.100
H -2.3321 -2.4189 0.1029 0.0 -0.1 0.0 0.094
H -1.3995 -2.0008 1.5600 0.0 -0.1 0.0 0.100
H -2.3358 -0.7527 0.6920 0.0 0.0 -0.1 0.072
C -1.9995 -4.7875 -2.1324 -0.1 -0.1 0.1 -0.034
O -1.7498 -3.4743 -2.6540 0.0 0.0 0.1 -0.011
C -0.6351 -3.3863 -3.3831 0.0 0.0 0.0 -0.628
O 0.1306 -4.2835 -3.6084 0.0 0.0 0.0 0.133
O -0.5162 -2.1296 -3.8147 0.0 0.0 0.0 -0.003
C 0.6357 -1.9027 -4.6379 0.0 0.1 0.0 -0.035
H -2.9234 -4.7155 -1.5661 0.0 0.1 0.0 0.090
H -2.1128 -5.5045 -2.9420 0.0 0.0 0.0 0.100
H -1.1894 -5.0981 -1.4757 0.0 0.0 0.0 0.100
H 0.5956 -2.5242 -5.5296 0.0 0.0 0.0 0.100
H 1.5486 -2.1175 -4.0861 0.0 0.0 0.0 0.096
H 0.5973 -0.8530 -4.9115 0.0 0.0 0.0 0.092
C 7.3609 -1.0493 -0.6080 0.1 -0.1 0.0 -0.027
O 6.8999 -0.6327 0.6853 0.0 0.0 0.0 0.019
C 6.1063 0.4255 0.6638 0.0 0.0 0.0 -0.620
O 5.7515 1.0393 -0.3095 0.0 0.0 0.0 0.121
O 5.7483 0.7134 1.9232 0.0 0.0 0.0 0.009
C 4.9077 1.8573 2.0281 0.0 0.0 0.1 -0.061
H 7.9952 -1.9125 -0.4375 0.0 0.0 0.1 0.102
H 6.5208 -1.3251 -1.2421 0.0 0.1 0.0 0.100
H 7.9382 -0.2545 -1.0740 0.0 0.0 0.0 0.090
H 3.9903 1.7015 1.4617 0.1 0.0 -0.1 0.060
H 5.4160 2.7499 1.6661 0.0 0.0 -0.1 0.104
H 4.6934 1.9713 3.0896 0.0 -0.1 0.0 0.096
C -6.4595 1.1070 2.9824 0.2 -0.1 0.0 -0.047
O -7.1113 1.5968 4.1496 0.0 0.0 0.0 0.006
C -7.9799 2.5874 3.9041 0.0 0.0 0.0 -0.625
O -8.1778 3.0779 2.8228 0.0 0.0 0.0 0.121
O -8.5632 2.9238 5.0439 0.0 0.0 0.0 0.013
C -9.5359 3.9737 4.9305 0.0 0.0 0.1 -0.023
H -5.7786 0.3291 3.3200 0.0 0.0 0.1 0.091
H -7.1722 0.6841 2.2778 0.0 0.1 0.0 0.105
H -5.8996 1.9120 2.5016 -0.1 0.0 -0.1 0.071
H -10.3414 3.6738 4.2642 0.0 0.0 0.0 0.100
H -9.0708 4.8840 4.5588 0.0 0.0 0.0 0.098
H -9.9153 4.1269 5.9352 0.0 0.0 0.0 0.097
C 10.1693 -2.9583 -6.8374 0.0 -0.1 0.0 -0.031
O 9.6915 -2.5097 -5.5625 0.0 0.0 0.0 0.005
C 8.8884 -1.4521 -5.6197 0.0 0.0 0.0 -0.626
O 8.5462 -0.8721 -6.6156 0.0 0.0 0.0 0.128
O 8.5203 -1.1379 -4.3740 0.0 0.0 0.0 0.000
C 7.6528 -0.0058 -4.2887 -0.1 0.1 0.1 -0.035
H 10.8021 -3.8141 -6.6262 0.0 0.0 0.0 0.094
H 9.3376 -3.2517 -7.4743 0.0 0.0 0.0 0.098
H 10.7449 -2.1748 -7.3255 0.0 0.0 0.0 0.098
H 6.7262 -0.1847 -4.8312 0.0 0.0 -0.1 0.100
H 8.1349 0.8875 -4.6808 0.0 0.0 -0.1 0.102
H 7.4397 0.1259 -3.2330 0.0 0.0 0.0 0.068
```
Positions in Å, forces in eV/Å.

Calculated total energy, a.u.: -2134.063250
Kohn-Sham gap, eV: 9.2
Highest occupied orbital energy, eV: -12.1
Molar mass, g/mol: 577.56
LUMO, Ha: -0.1071
Charge: +1


Record 5
2 unconnected molecules or ions with the total composition C2H6N2O2 at a distorted geometry, computed with the ωB97M-V functional and the def2-TZVPD basis.

The geometry in XYZ format:
```
12
Properties=species:S:1:pos:R:3:forces:R:3:lowdin_charge:R:1
C -0.7894 1.1180 0.0205 2.1 -2.6 0.7 -0.041
C -0.7912 -0.3208 0.4192 0.4 0.5 -0.4 -0.101
N -0.8196 -1.4220 -0.3097 0.5 -2.2 1.9 0.141
N 1.9203 0.1374 0.1228 -2.2 0.0 0.8 -0.397
O 2.1342 1.2803 -0.2993 0.1 0.4 -0.3 -0.136
O 2.7193 -0.7495 0.0011 1.4 -0.9 -0.3 -0.100
H -1.1101 1.2733 -0.9357 -1.7 0.5 -2.5 0.059
H -1.2326 1.6412 0.8101 -0.6 1.2 0.7 0.070
H 0.2914 1.4029 -0.1676 -0.2 0.2 0.9 0.069
H -0.9908 -0.4668 1.4818 0.6 -0.3 -0.2 0.132
H -0.7013 -1.5052 -1.3001 0.2 0.8 -0.4 0.121
H -0.6301 -2.3889 0.1569 -0.7 2.7 -0.8 0.183
```
Positions in Å, forces in eV/Å.

Calculated total energy, a.u.: -339.624207
Kohn-Sham gap (alpha / beta), eV: 6.8 / 6.8
Energy above the lowest of the compared OMol25 structures with the same formula, charge and spin, kcal per mole: 130.80
Highest occupied orbital energy (alpha / beta), eV: -7.3 / -7.3
Molar mass, g/mol: 90.08
LUMO (alpha / beta), Ha: -0.0187 / -0.0186
Charge: 0


Record 6
2 unconnected molecules or ions with the total composition CN2O3S at a distorted geometry, computed with the ωB97M-V functional and the def2-TZVPD basis.

The geometry in XYZ format:
```
7
Properties=species:S:1:pos:R:3:forces:R:3:lowdin_charge:R:1
C -1.0410 -1.0744 -0.4814 0.1 -0.3 0.2 -0.529
N -1.3137 -1.7428 0.4036 -0.4 -1.0 0.9 0.142
N 1.4184 0.4076 0.5241 -0.7 -0.1 -0.4 -0.256
O 2.4040 0.5813 -0.1129 0.2 0.0 0.7 0.101
O 1.0985 0.2960 1.6593 0.7 0.1 -0.2 0.127
O -1.3973 1.2067 -1.3007 -2.6 3.9 0.7 -0.483
S -0.5832 0.0947 -1.5920 2.8 -2.6 -1.9 0.897
```
Positions in Å, forces in eV/Å.

Calculated total energy, a.u.: -771.322154
Kohn-Sham gap (alpha / beta), eV: 8.2 / 8.4
Energy above the lowest of the compared OMol25 structures with the same formula, charge and spin, kcal per mole: 40.10
Highest occupied orbital energy (alpha / beta), eV: -9.9 / -10.6
Molar mass, g/mol: 120.09
LUMO (alpha / beta), Ha: -0.0657 / -0.0825
Charge: 0


Question: Which of these has the highest molar mass?
Answer: C43H33ClN5O6P2Se2Ta


Question: Which of these has the highest calculated total energy?
Answer: C2H6N2O2